No. 1
{"formula": "C3H6S3", "method": "ωB97M-V/def2-TZVPD", "elements": ["C", "C", "C", "H", "H", "H", "H", "H", "H", "S", "S", "S"], "positions_angstrom": [[-2.78706, 0.18453, -0.01581], [0.00686, 0.04880, -0.00602], [2.77393, 0.23078, 0.00669], [-2.72963, 0.74599, 0.93911], [-2.74358, 0.83491, -0.88101], [-3.73060, -0.35215, 0.01725], [2.74122, 0.83785, -0.92738], [2.72317, 0.88826, 0.88631], [3.63559, -0.42892, 0.00236], [-1.42197, -0.99488, 0.00153], [-0.01787, 1.65789, 0.00226], [1.44868, -0.99492, -0.00040]], "lowdin_charge": [-0.43, -1.50, -0.44, 0.04, 0.03, 0.03, 0.05, 0.04, 0.02, 0.76, 0.65, 0.76], "e_above_lowest_kcal_mol": 1.9, "charge": 0, "energy_ha": -1312.4570}


No. 2
{"formula": "H2N2O4S", "method": "ωB97M-V/def2-TZVPD", "elements": ["N", "N", "O", "O", "O", "O", "S", "H", "H"], "positions_angstrom": [[0.05333, -1.06016, -0.01719], [1.70680, 1.23299, 0.46585], [2.66477, 1.87758, 0.55454], [0.52686, 2.08054, -0.59424], [2.33448, -1.49889, 0.92637], [2.15263, -0.41910, -1.40664], [1.55032, -0.91259, -0.18240], [-0.27597, -1.31933, 0.84708], [-0.11123, 1.48376, -0.75462]], "lowdin_charge": [-0.13, 0.01, 0.17, -0.06, -0.32, -0.27, 0.66, 0.00, -0.07], "e_above_lowest_kcal_mol": 83.6, "charge": 0, "energy_ha": -809.6451}


No. 3
{"formula": "C26H23Cl2F6N4O13P2S2Ti", "method": "ωB97M-V/def2-TZVPD", "elements": ["Ti", "C", "O", "C", "N", "C", "C", "C", "C", "C", "C", "C", "C", "C", "C", "C", "C", "N", "C", "N", "C", "C", "O", "C", "C", "C", "C", "C", "C", "H", "H", "H", "H", "H", "H", "H", "H", "H", "H", "H", "H", "H", "H", "H", "H", "H", "H", "H", "O", "P", "O", "O", "O", "P", "O", "O", "O", "H", "H", "Cl", "C", "Cl", "H", "H", "F", "C", "F", "F", "S", "O", "O", "N", "S", "O", "O", "C", "F", "F", "F"], "positions_angstrom": [[-0.37386, -0.05428, -0.00094], [-2.48509, 0.39265, 3.88127], [-2.77210, 1.55773, 3.03341], [-2.13824, 1.34570, 1.91590], [-1.55175, 0.21398, 1.73606], [-1.87937, -0.64366, 2.90561], [-2.84778, -1.74566, 2.54982], [-2.83094, -2.91389, 3.30080], [-3.75078, -3.91688, 3.04815], [-4.68495, -3.76268, 2.03321], [-4.69985, -2.60140, 1.27655], [-3.78707, -1.58940, 1.53886], [-2.06912, 2.36485, 0.85510], [-2.67144, 3.60697, 0.81206], [-2.43232, 4.39654, -0.30749], [-1.59080, 3.94646, -1.31835], [-1.02710, 2.69261, -1.16900], [-1.28801, 1.92676, -0.12175], [-0.05093, 2.03573, -2.05025], [0.40092, 0.86163, -1.77768], [1.50700, 0.59535, -2.79030], [1.20854, 1.68090, -3.82585], [0.40751, 2.66981, -3.09539], [1.62633, -0.81085, -3.33565], [1.14677, -1.19429, -4.58272], [1.37408, -2.47352, -5.06309], [2.09170, -3.38688, -4.30754], [2.57854, -3.01205, -3.06561], [2.35226, -1.73289, -2.58292], [-3.42522, 0.06945, 4.31561], [-1.79231, 0.72854, 4.65019], [-0.96204, -1.06603, 3.31106], [-2.07807, -3.05095, 4.06822], [-3.72784, -4.82810, 3.63029], [-5.39612, -4.55149, 1.82745], [-5.41762, -2.48169, 0.47608], [-3.79973, -0.69544, 0.92621], [-3.29346, 3.94453, 1.62871], [-2.88781, 5.37431, -0.38254], [-1.36449, 4.54931, -2.18612], [2.42751, 0.83488, -2.25502], [0.57216, 1.34348, -4.63723], [2.09348, 2.17785, -4.20723], [0.56586, -0.52948, -5.20424], [0.98637, -2.75287, -6.03350], [2.27717, -4.38269, -4.68783], [3.15078, -3.71139, -2.47172], [2.76048, -1.44702, -1.62266], [-3.39855, -2.30081, -1.98509], [-1.89361, -1.83712, -2.04470], [-1.39216, -1.42800, -3.34857], [-1.83085, -0.75456, -0.90837], [-1.09153, -3.09038, -1.41159], [-0.17507, -3.17400, -0.10802], [1.02931, -4.05662, -0.59669], [-0.82153, -3.62511, 1.11578], [0.39874, -1.68721, -0.00748], [-3.70179, -2.69502, -2.81421], [1.22942, -4.75072, 0.04748], [1.08781, 4.50041, 0.82460], [1.29258, 4.35944, 2.58046], [0.02894, 3.35591, 3.32223], [1.22003, 5.35185, 3.00661], [2.24867, 3.88945, 2.76992], [3.24018, -1.85189, 1.82938], [2.69931, -0.79710, 2.41034], [3.42912, -0.41499, 3.43638], [1.47650, -1.12145, 2.84521], [2.57333, 0.60211, 1.15453], [3.18266, 0.12235, -0.04439], [1.08922, 0.78451, 1.05434], [3.08628, 1.89261, 1.79726], [4.66086, 2.28600, 1.70517], [4.82375, 3.45674, 2.49812], [5.50376, 1.14537, 1.84484], [4.85467, 2.85875, -0.07857], [5.59751, 1.99532, -0.75178], [3.66491, 2.96285, -0.69018], [5.43628, 4.04677, -0.09096]], "lowdin_charge": [1.16, 0.01, 0.07, -0.35, 0.08, -0.18, -0.21, -0.04, -0.06, -0.06, -0.06, -0.04, -0.16, 0.06, 0.01, 0.05, -0.16, 0.09, -0.30, 0.12, -0.16, -0.01, 0.09, -0.18, -0.05, -0.06, -0.06, -0.07, -0.04, 0.15, 0.14, 0.15, 0.12, 0.11, 0.11, 0.11, 0.11, 0.14, 0.13, 0.14, 0.14, 0.13, 0.15, 0.10, 0.11, 0.11, 0.11, 0.09, -0.06, 0.30, -0.19, -0.34, -0.19, 0.31, -0.06, -0.19, -0.32, 0.11, 0.12, 0.60, -0.94, 0.60, 0.04, -0.01, 0.17, -0.65, 0.18, 0.13, 0.66, -0.25, -0.42, -0.29, 0.63, -0.25, -0.25, -0.66, 0.16, 0.09, 0.16], "e_above_lowest_kcal_mol": 4.1, "charge": 1, "energy_ha": -6050.1099}


Number 3 is which compound? C26H23Cl2F6N4O13P2S2Ti


The highest charge belongs to which entry? C26H23Cl2F6N4O13P2S2Ti